19
Properties=species:S:1:pos:R:3 method="wB97M-V/def2-TZVPD" total_charge=+1 max_force_ev_per_a=4.3 homo_lumo_gap_ev=8.27 lumo_ha=-0.2118
N 2.64 2.30 -0.06
C 2.92 1.22 0.11
S 3.28 -0.39 0.64
C 1.47 -0.83 0.80
C 0.59 -0.78 -0.45
C -0.37 0.30 -0.39
N -0.14 1.67 -0.27
S -1.49 2.62 -0.30
N -2.45 1.27 -0.73
O -3.60 1.46 -1.08
C -1.74 0.15 -0.60
S -2.54 -1.43 -0.88
C -1.86 -2.27 0.51
N -1.51 -2.63 1.53
H 1.45 -1.95 1.03
H 1.06 -0.35 1.68
H 1.41 -0.67 -1.09
H 0.02 -1.70 -0.41
H 0.89 2.02 -0.05